{
  "formula": "C4H16BO10PdS2",
  "method": "ωB97M-V/def2-TZVPD",
  "multiplicity": 3,
  "total_charge": -3,
  "s_squared": 2.005,
  "lumo_ev": [6.579, 6.575],
  "elements": ["Pd", "B", "H", "H", "H", "H", "S", "O", "O", "O", "O", "S", "O", "O", "O", "O", "C", "C", "O", "H", "H", "H", "H", "H", "H", "C", "C", "O", "H", "H", "H", "H", "H", "H"],
  "positions_angstrom": [[0.80694, 0.47255, 0.17944], [1.05935, 2.69592, 1.03014], [0.35771, 2.66784, 2.02235], [2.04879, 2.04833, 1.14242], [0.35210, 2.42588, 0.10171], [1.39783, 3.83567, 0.89154], [2.00418, -2.82284, -0.21149], [1.07678, -1.61318, -0.08296], [2.95212, -2.78704, 0.91688], [1.10292, -4.01119, -0.10416], [2.68713, -2.81605, -1.50631], [3.47067, 1.19319, -1.11394], [4.29734, 0.59806, -2.17276], [1.99685, 1.02761, -1.47751], [3.55431, 0.42007, 0.14806], [3.82760, 2.60930, -0.91096], [-2.11208, -2.00285, 1.34475], [-0.92144, -1.51476, 2.14830], [-0.61773, -0.14084, 1.91896], [-3.02084, -1.42771, 1.54534], [-2.26816, -3.03979, 1.66243], [-1.88051, -2.03474, 0.28187], [-0.05306, -2.16118, 2.03292], [-1.14771, -1.66324, 3.22030], [-1.33672, 0.30887, 2.36940], [-2.43164, 1.48200, -2.35278], [-2.24827, 0.66832, -1.08233], [-1.01115, -0.01219, -1.10473], [-3.39744, 2.00485, -2.33538], [-2.39692, 0.87756, -3.26119], [-1.66546, 2.25296, -2.44024], [-3.07572, -0.04668, -0.97659], [-2.28844, 1.33141, -0.21767], [-1.11933, -0.82611, -1.60583]],
  "forces_ev_per_angstrom": [[2.1023, 0.2210, -0.6895], [-0.1950, 0.8002, 1.3499], [-0.3691, -0.1133, 0.6205], [0.3101, -0.4104, 0.2582], [-0.7222, -0.4501, -0.9740], [0.0749, 0.4912, -0.3627], [0.6469, -0.3567, 0.4087], [-0.8647, -0.1118, -0.1289], [-0.2895, -0.2220, 0.0112], [-0.2828, 0.0468, 0.0765], [-0.2996, 0.0116, -0.0419], [1.1261, -0.9553, 0.8983], [-0.2320, 0.3040, -0.2644], [-0.7508, 0.5743, -1.1540], [0.2050, 0.3668, 0.1597], [-0.3312, 0.0897, -0.2886], [0.4619, -0.6206, 0.0951], [-0.1260, -0.6239, 0.8299], [-0.3815, -0.8242, 0.5736], [-0.0018, 0.0944, -0.0496], [-0.2317, 0.0119, -0.1083], [0.0302, 0.1523, 0.0175], [0.2068, 0.4204, -0.8692], [-0.2243, 0.3410, 0.0266], [0.2727, 0.7356, -0.2061], [-0.2923, 0.5489, -0.0837], [-0.1213, -0.0156, -0.5056], [-0.9037, 0.2133, -0.0609], [-0.0327, -0.0922, 0.0142], [0.0377, -0.1647, 0.1033], [0.1657, -0.1499, 0.1008], [0.0142, -0.0303, 0.0485], [0.3288, -0.0582, 0.0739], [0.6687, -0.2243, 0.1207]]
}